Entry 1:
{
  "formula": "C20H24N2O3S",
  "method": "the ωB97M-V functional and the def2-TZVPD basis",
  "elements": ["C", "C", "C", "C", "C", "C", "O", "N", "C", "C", "C", "C", "C", "C", "S", "O", "O", "N", "C", "C", "C", "C", "C", "C", "C", "C", "H", "H", "H", "H", "H", "H", "H", "H", "H", "H", "H", "H", "H", "H", "H", "H", "H", "H", "H", "H", "H", "H", "H", "H"],
  "positions_angstrom": [[1.48, 4.04, -0.27], [0.26, 3.35, 0.25], [-0.98, 3.51, -0.36], [-2.09, 2.81, 0.07], [-1.98, 1.92, 1.13], [-3.05, 0.99, 1.57], [-3.05, 0.46, 2.67], [-4.03, 0.73, 0.65], [-4.72, -0.54, 0.71], [-4.07, -1.56, -0.26], [-2.58, -1.36, -0.26], [-1.81, -1.76, 0.82], [-0.47, -1.43, 0.89], [0.10, -0.68, -0.13], [1.83, -0.25, -0.06], [2.26, -0.17, 1.31], [2.07, 0.88, -0.92], [2.48, -1.61, -0.82], [2.87, -2.69, 0.09], [4.29, -3.09, -0.31], [4.81, -1.86, -1.05], [3.55, -1.39, -1.77], [-0.64, -0.30, -1.22], [-1.98, -0.63, -1.29], [-0.74, 1.79, 1.77], [0.36, 2.49, 1.33], [2.12, 3.29, -0.74], [2.04, 4.50, 0.54], [1.23, 4.80, -1.00], [-1.08, 4.20, -1.19], [-3.04, 2.98, -0.41], [-3.90, 1.11, -0.27], [-5.77, -0.41, 0.46], [-4.63, -0.89, 1.74], [-4.33, -2.57, 0.06], [-4.46, -1.41, -1.27], [-2.26, -2.32, 1.62], [0.14, -1.71, 1.74], [2.16, -3.52, -0.01], [2.83, -2.31, 1.11], [4.90, -3.35, 0.56], [4.27, -3.95, -0.98], [5.14, -1.10, -0.34], [5.63, -2.09, -1.74], [3.36, -1.99, -2.66], [3.57, -0.33, -2.04], [-0.16, 0.28, -1.99], [-2.57, -0.32, -2.14], [-0.67, 1.11, 2.61], [1.31, 2.35, 1.82]],
  "nbo_charge": [-0.64, 0.02, -0.23, -0.18, -0.18, 0.68, -0.63, -0.62, -0.22, -0.44, 0.00, -0.20, -0.18, -0.33, 2.32, -0.94, -0.95, -0.68, -0.24, -0.41, -0.42, -0.23, -0.20, -0.17, -0.17, -0.17, 0.25, 0.22, 0.21, 0.21, 0.20, 0.39, 0.20, 0.24, 0.22, 0.21, 0.22, 0.24, 0.20, 0.23, 0.22, 0.20, 0.21, 0.22, 0.19, 0.24, 0.24, 0.20, 0.24, 0.22],
  "smiles": "Cc1ccc(C(=O)NCCc2ccc(S(=O)(=O)N3CCCC3)cc2)cc1"
}

Entry 2:
{
  "formula": "C20H24N2O5S2",
  "method": "the ωB97M-V functional and the def2-TZVPD basis",
  "elements": ["C", "O", "C", "C", "S", "C", "C", "C", "C", "C", "C", "C", "O", "N", "C", "C", "C", "C", "S", "O", "O", "N", "C", "C", "O", "C", "C", "C", "C", "H", "H", "H", "H", "H", "H", "H", "H", "H", "H", "H", "H", "H", "H", "H", "H", "H", "H", "H", "H", "H", "H", "H", "H"],
  "positions_angstrom": [[1.23, 3.73, 1.00], [2.32, 2.86, 0.92], [3.18, 3.10, -0.18], [4.53, 2.45, 0.08], [4.37, 0.66, 0.42], [4.05, 0.68, 2.18], [4.95, 1.31, 3.02], [4.76, 1.29, 4.39], [3.69, 0.61, 4.93], [2.81, -0.06, 4.10], [2.97, -0.01, 2.72], [1.97, -0.77, 1.89], [1.66, -1.91, 2.16], [1.44, -0.02, 0.88], [0.54, -0.42, -0.10], [0.10, 0.54, -1.01], [-0.80, 0.21, -2.00], [-1.26, -1.09, -2.09], [-2.43, -1.54, -3.35], [-1.98, -2.70, -4.06], [-2.78, -0.37, -4.12], [-3.73, -2.03, -2.39], [-4.40, -0.92, -1.75], [-5.43, -1.48, -0.76], [-6.35, -2.33, -1.41], [-5.69, -3.40, -2.05], [-4.68, -2.89, -3.07], [-0.82, -2.06, -1.21], [0.07, -1.73, -0.21], [0.64, 3.42, 1.86], [1.56, 4.77, 1.14], [0.61, 3.69, 0.10], [3.32, 4.19, -0.31], [2.73, 2.70, -1.10], [5.16, 2.54, -0.81], [5.01, 2.92, 0.93], [5.82, 1.80, 2.61], [5.47, 1.80, 5.03], [3.55, 0.58, 6.00], [1.98, -0.62, 4.50], [1.76, 0.94, 0.82], [0.46, 1.55, -0.93], [-1.16, 0.93, -2.72], [-3.64, -0.33, -1.22], [-4.89, -0.29, -2.50], [-6.02, -0.67, -0.32], [-4.90, -2.03, 0.03], [-6.47, -3.99, -2.53], [-5.17, -4.01, -1.30], [-4.12, -3.71, -3.52], [-5.21, -2.33, -3.86], [-1.19, -3.07, -1.32], [0.41, -2.48, 0.49]],
  "nbo_charge": [-0.25, -0.57, -0.08, -0.53, 0.23, -0.16, -0.23, -0.19, -0.22, -0.17, -0.09, 0.67, -0.59, -0.64, 0.27, -0.28, -0.16, -0.37, 2.32, -0.94, -0.95, -0.67, -0.27, -0.07, -0.52, -0.07, -0.27, -0.15, -0.26, 0.20, 0.18, 0.17, 0.18, 0.18, 0.24, 0.22, 0.22, 0.22, 0.22, 0.23, 0.43, 0.21, 0.24, 0.22, 0.20, 0.20, 0.17, 0.20, 0.17, 0.24, 0.19, 0.24, 0.26],
  "smiles": "COCCSc1ccccc1C(=O)Nc1ccc(S(=O)(=O)N2CCOCC2)cc1"
}

Entry 3:
{
  "formula": "C20H24N2OPdS4",
  "method": "the ωB97M-V functional and the def2-TZVPD basis",
  "elements": ["Pd", "C", "C", "S", "C", "C", "S", "H", "H", "H", "H", "H", "H", "O", "S", "C", "C", "C", "C", "C", "C", "C", "C", "C", "C", "C", "C", "H", "H", "H", "H", "H", "H", "H", "H", "H", "H", "S", "C", "N", "C", "C", "C", "N", "H", "H", "H", "H", "H", "H", "H", "H"],
  "positions_angstrom": [[1.37, -0.57, 0.01], [5.50, 1.77, 0.35], [4.06, 1.39, 0.27], [3.75, -0.30, 0.40], [3.05, 2.33, 0.12], [3.29, 3.79, 0.24], [1.44, 1.90, -0.27], [6.12, 0.87, 0.36], [5.70, 2.34, 1.25], [5.79, 2.37, -0.51], [4.34, 4.05, 0.27], [2.82, 4.16, 1.16], [2.81, 4.32, -0.58], [-0.57, -0.05, 1.05], [-1.66, -0.35, 2.03], [-3.09, -0.77, 0.98], [-3.66, -2.02, 1.13], [-4.73, -2.37, 0.31], [-5.19, -1.48, -0.64], [-4.62, -0.22, -0.77], [-3.55, 0.14, 0.04], [-2.20, 1.26, 2.65], [-1.41, 2.38, 2.48], [-1.87, 3.60, 2.96], [-3.09, 3.66, 3.63], [-3.86, 2.53, 3.80], [-3.41, 1.31, 3.33], [-3.29, -2.71, 1.87], [-5.19, -3.35, 0.41], [-6.01, -1.76, -1.28], [-4.99, 0.47, -1.50], [-3.09, 1.11, -0.06], [-0.47, 2.31, 1.95], [-1.29, 4.50, 2.83], [-3.43, 4.60, 4.04], [-4.81, 2.58, 4.31], [-4.00, 0.41, 3.47], [1.04, -2.97, 0.31], [1.54, -2.83, -1.35], [2.84, -2.89, -1.65], [3.33, -2.83, -3.02], [2.28, -3.44, -3.95], [0.95, -2.74, -3.73], [0.62, -2.73, -2.31], [3.50, -3.04, -0.90], [4.27, -3.38, -3.07], [3.52, -1.79, -3.29], [2.18, -4.50, -3.73], [2.59, -3.32, -4.98], [0.15, -3.25, -4.26], [1.00, -1.70, -4.09], [-0.35, -2.80, -2.03]],
  "nbo_charge": [0.66, -0.69, -0.06, 0.28, -0.08, -0.70, 0.31, 0.26, 0.28, 0.27, 0.25, 0.28, 0.28, -1.07, 1.27, -0.17, -0.24, -0.20, -0.17, -0.20, -0.23, -0.17, -0.25, -0.20, -0.17, -0.18, -0.23, 0.23, 0.24, 0.24, 0.23, 0.23, 0.21, 0.23, 0.24, 0.24, 0.23, -0.04, 0.31, -0.56, -0.23, -0.43, -0.23, -0.55, 0.44, 0.25, 0.20, 0.23, 0.26, 0.25, 0.21, 0.44],
  "total_charge": 2
}

Entry 4:
{
  "formula": "C20H24N4O2",
  "method": "the ωB97M-V functional and the def2-TZVPD basis",
  "elements": ["C", "C", "C", "O", "N", "C", "C", "C", "C", "C", "N", "C", "C", "C", "C", "C", "N", "O", "C", "N", "C", "C", "C", "C", "C", "C", "H", "H", "H", "H", "H", "H", "H", "H", "H", "H", "H", "H", "H", "H", "H", "H", "H", "H", "H", "H", "H", "H", "H", "H"],
  "positions_angstrom": [[2.52, -5.70, -1.42], [1.75, -4.76, -1.37], [0.95, -3.58, -1.18], [0.64, -2.99, -2.19], [0.52, -3.15, 0.08], [0.85, -3.97, 1.28], [-0.29, -1.94, 0.30], [-1.72, -2.11, -0.23], [-2.57, -0.87, 0.06], [-1.93, 0.42, -0.50], [-0.55, 0.50, 0.00], [-0.21, 1.55, 0.89], [-1.06, 1.80, 2.00], [-0.79, 2.83, 2.88], [0.34, 3.63, 2.74], [0.63, 4.71, 3.68], [-0.17, 5.01, 4.73], [1.64, 5.47, 3.63], [1.16, 3.33, 1.64], [2.32, 3.97, 1.21], [2.79, 3.50, 0.00], [3.99, 4.10, -0.74], [1.97, 2.47, -0.39], [2.03, 1.69, -1.69], [0.93, 2.35, 0.68], [0.33, -0.65, -0.26], [3.20, -6.54, -1.43], [0.47, -4.98, 1.13], [1.95, -4.00, 1.46], [0.37, -3.60, 2.21], [-0.34, -1.80, 1.37], [-2.19, -2.98, 0.18], [-1.69, -2.24, -1.30], [-2.78, -0.83, 1.14], [-3.56, -1.04, -0.40], [-2.51, 1.28, -0.14], [-1.95, 0.53, -1.60], [-1.94, 1.15, 2.22], [-1.54, 3.00, 3.67], [0.24, 5.65, 5.45], [-0.85, 4.32, 4.99], [2.70, 4.80, 1.69], [3.72, 5.05, -1.15], [4.31, 3.46, -1.58], [4.88, 4.27, -0.12], [2.46, 2.33, -2.50], [2.68, 0.84, -1.56], [1.04, 1.36, -1.95], [0.43, -0.74, -1.33], [1.31, -0.46, 0.18]],
  "nbo_charge": [-0.15, -0.11, 0.59, -0.58, -0.43, -0.41, -0.02, -0.42, -0.40, -0.21, -0.48, 0.25, -0.31, -0.15, -0.25, 0.66, -0.81, -0.68, 0.27, -0.55, 0.18, -0.65, -0.09, -0.63, -0.14, -0.22, 0.24, 0.21, 0.21, 0.21, 0.20, 0.21, 0.22, 0.20, 0.21, 0.22, 0.19, 0.22, 0.20, 0.42, 0.38, 0.44, 0.22, 0.23, 0.23, 0.22, 0.21, 0.23, 0.21, 0.22],
  "smiles": "C#CC(=O)N(C)[C@@H]1CCCN(c2ccc(C(N)=O)c3[nH]c(C)c(C)c23)C1"
}

M, respectively: 372.5, 436.6, 543.1, 352.4 g/mol.
Kohn-Sham gap, respectively: 9.4, 9.0, 4.5, 8.0 eV.